This record from OMol25 describes a 10-piece molecular cluster, C60H62BF9N2O4S overall in a non-equilibrium geometry. The level of theory is ωB97M-V/def2-TZVPD.

Summary:
2S+1: 1
Molar mass in g/mol: 1089.03
Gap between HOMO and LUMO in eV: 9.6
HOMO in eV: -8.99

Structure (XYZ):
```
139
Properties=species:S:1:pos:R:3:forces:R:3:lowdin_charge:R:1
C -4.18846 2.32391 0.74543 0.575 0.609 -0.572 -0.087
C -2.91128 1.49373 0.92592 -0.587 -0.501 0.506 -0.221
C -2.52838 0.55785 -0.23288 0.715 0.311 -0.095 -0.183
C -2.89485 1.02118 -1.64127 -0.567 -0.518 0.009 -0.191
N -2.50657 2.42389 -1.80059 0.132 -0.383 0.268 -0.054
O -1.95240 2.59350 -3.13087 -0.492 0.210 -0.139 -0.348
S -1.74320 4.18136 -3.55942 0.879 0.327 -0.023 1.008
O -2.22140 5.00813 -2.47570 -0.365 -0.119 -0.108 -0.389
O -0.10186 4.24405 -3.53061 -0.700 -0.415 0.222 -0.148
B 0.58746 3.58341 -2.48105 0.375 -0.494 -0.290 -0.792
O -0.02393 3.37301 -1.26513 0.690 -0.075 -0.491 0.129
N 1.95322 3.19852 -2.76119 -0.302 1.681 0.969 -0.051
C 2.67187 2.87878 -1.51240 0.414 -0.423 -0.379 -0.074
C 2.64105 4.36675 -3.39312 -0.063 -0.811 -0.320 -0.065
H -3.89896 3.29217 0.31538 -0.134 0.005 0.041 0.059
H -4.66572 2.55811 1.69358 -0.138 -0.195 0.014 0.058
H -4.89553 1.89671 0.03253 0.014 -0.201 0.467 0.048
H -2.07981 2.14906 1.18832 -0.033 0.043 -0.158 0.087
H -3.06201 0.85681 1.80485 0.141 0.006 -0.016 0.098
H -1.43579 0.48173 -0.22888 -0.210 -0.170 0.118 0.080
H -2.90304 -0.45727 -0.07302 -0.170 0.095 -0.059 0.099
H -2.38758 0.38439 -2.36806 0.180 0.246 -0.022 0.124
H -3.96536 0.87865 -1.83513 0.036 0.115 0.001 0.109
H -3.35326 2.98376 -1.76823 0.134 0.243 -0.132 0.097
H -0.46213 2.51683 -1.24964 -0.503 -0.003 0.400 0.084
H 3.70521 2.62768 -1.76107 -0.037 -0.016 0.002 0.071
H 2.70093 3.72905 -0.82283 -0.100 -0.054 0.081 0.097
H 2.23311 2.01233 -1.02190 -0.105 0.128 0.041 0.072
H 2.48590 5.26616 -2.78901 0.195 0.112 -0.141 0.097
H 3.70453 4.14723 -3.46292 0.034 0.103 0.063 0.062
H 2.26046 4.52080 -4.40098 -0.073 0.113 0.064 0.086
F 0.60597 -0.00581 -0.76239 0.237 0.140 -0.129 0.036
C 0.93653 -1.31279 -0.88402 -0.024 -0.182 0.015 -0.275
C 0.33503 -2.21128 -0.03005 -0.180 0.036 0.165 -0.011
C 0.64891 -3.55455 -0.14782 0.276 -0.062 -0.195 -0.074
C 1.56498 -3.97450 -1.10370 0.032 0.084 -0.061 -0.085
C 2.16238 -3.04698 -1.94913 -0.065 -0.052 0.082 -0.079
C 1.84493 -1.69872 -1.84743 0.068 0.120 -0.087 -0.011
H -0.36946 -1.85993 0.71304 -0.002 0.009 -0.013 0.112
H 0.18375 -4.26824 0.50839 -0.008 -0.068 0.044 0.086
H 1.81052 -5.02394 -1.19211 0.029 -0.019 0.001 0.099
H 2.87701 -3.37206 -2.69363 0.015 0.001 -0.021 0.099
H 2.28881 -0.95889 -2.50107 -0.007 0.012 0.021 0.119
F -2.57441 7.14538 4.55112 0.427 0.172 0.006 0.026
C -2.03511 6.36722 3.58400 0.209 -0.112 -0.278 -0.309
C -2.59631 6.38774 2.32311 -0.095 0.100 -0.030 -0.017
C -2.03977 5.58795 1.33453 -0.008 -0.025 0.037 -0.063
C -0.94564 4.78125 1.61817 -0.007 -0.079 -0.005 -0.082
C -0.40164 4.77742 2.89564 -0.107 0.041 -0.048 -0.071
C -0.94437 5.57914 3.89177 0.018 0.007 0.142 -0.022
H -3.45294 7.01895 2.12548 0.009 0.002 0.024 0.121
H -2.45945 5.58989 0.33630 0.023 0.005 -0.017 0.101
H -0.53232 4.15707 0.83871 0.055 0.040 -0.020 0.082
H 0.44749 4.14573 3.12106 0.014 0.013 0.011 0.106
H -0.53404 5.59662 4.89265 -0.017 0.010 0.009 0.117
F 5.77871 2.86804 -3.12258 0.060 -0.025 -0.011 0.040
C 6.07586 1.99659 -4.11347 0.056 -0.096 -0.085 -0.280
C 5.29048 1.98604 -5.24783 -0.111 0.084 -0.012 -0.015
C 5.60641 1.09536 -6.26340 0.062 -0.046 0.029 -0.080
C 6.68665 0.23371 -6.12991 -0.001 -0.030 -0.024 -0.091
C 7.45938 0.25984 -4.97641 -0.128 0.113 -0.034 -0.076
C 7.15559 1.15094 -3.95565 0.054 0.001 0.080 -0.013
H 4.44938 2.66148 -5.32850 0.001 0.002 0.020 0.110
H 5.00511 1.07612 -7.16245 -0.019 0.003 0.003 0.105
H 6.92611 -0.46042 -6.92469 0.004 -0.006 0.003 0.101
H 8.29587 -0.41335 -4.87095 0.029 0.005 0.021 0.084
H 7.74618 1.19632 -3.05039 -0.019 0.012 0.008 0.117
F -1.62341 -4.19531 1.67465 -0.145 -0.030 0.139 0.037
C -2.54522 -3.60589 2.47250 -0.120 0.115 0.033 -0.273
C -3.57450 -2.90170 1.88104 -0.008 0.021 -0.125 -0.024
C -4.51598 -2.29275 2.69826 0.032 -0.012 0.060 -0.082
C -4.41149 -2.39146 4.07920 -0.015 0.012 0.021 -0.090
C -3.36340 -3.10377 4.64626 -0.058 0.038 -0.070 -0.075
C -2.41911 -3.72236 3.84033 0.124 0.019 -0.030 -0.016
H -3.63089 -2.83401 0.80245 0.007 -0.034 0.003 0.114
H -5.33248 -1.73934 2.25393 0.007 0.019 -0.013 0.106
H -5.14594 -1.91190 4.71203 0.003 0.009 0.000 0.102
H -3.27702 -3.17896 5.72188 0.001 -0.028 0.006 0.104
H -1.59856 -4.28388 4.25875 0.024 -0.007 -0.018 0.103
F -6.52876 2.03856 -1.32037 -0.154 -0.035 -0.196 0.034
C -7.66603 2.76268 -1.42995 -0.074 0.094 0.013 -0.278
C -7.65204 4.07934 -1.01822 0.101 0.066 0.049 -0.012
C -8.81874 4.82089 -1.13315 -0.044 -0.062 -0.029 -0.080
C -9.97053 4.23936 -1.64570 -0.022 0.017 0.001 -0.096
C -9.95659 2.91119 -2.04891 0.031 0.068 0.029 -0.084
C -8.79439 2.16029 -1.94577 -0.005 -0.121 -0.036 -0.017
H -6.74407 4.50854 -0.61546 0.008 -0.022 -0.007 0.118
H -8.82637 5.85636 -0.82074 0.010 0.003 0.015 0.106
H -10.87819 4.82142 -1.73062 -0.003 -0.001 -0.002 0.101
H -10.85369 2.45517 -2.44548 0.002 -0.009 -0.014 0.104
H -8.75793 1.12576 -2.25930 0.018 0.000 0.017 0.117
F 9.29939 -2.42412 -4.77302 0.058 -0.067 0.022 0.040
C 8.97621 -3.53152 -5.47934 -0.016 -0.105 -0.111 -0.280
C 7.94896 -4.33297 -5.02843 -0.089 0.056 0.159 -0.011
C 7.61806 -5.46369 -5.75991 0.061 -0.006 -0.069 -0.076
C 8.31782 -5.77767 -6.91723 -0.014 -0.021 -0.010 -0.095
C 9.34949 -4.95483 -7.34812 -0.056 -0.018 0.044 -0.085
C 9.68444 -3.81644 -6.62884 0.095 0.072 -0.045 -0.019
H 7.41805 -4.07386 -4.12290 -0.004 0.015 -0.012 0.101
H 6.80969 -6.09822 -5.42227 -0.005 0.009 0.027 0.104
H 8.05822 -6.66213 -7.48320 0.003 -0.001 -0.004 0.101
H 9.89791 -5.19839 -8.24813 0.003 0.014 -0.010 0.104
H 10.48011 -3.15734 -6.94915 0.002 0.003 0.025 0.117
F -5.42381 2.54578 4.11302 -0.038 -0.122 0.002 0.046
C -5.79845 3.79832 4.44633 0.050 0.218 0.027 -0.285
C -4.82159 4.76543 4.57747 0.072 -0.065 0.001 -0.005
C -5.20503 6.05516 4.91392 -0.174 0.147 0.096 -0.074
C -6.54530 6.35583 5.11883 -0.050 -0.076 -0.022 -0.090
C -7.50719 5.36391 4.98271 0.054 0.054 0.000 -0.088
C -7.13727 4.07108 4.63942 -0.090 -0.101 -0.019 -0.022
H -3.78270 4.50721 4.41708 -0.036 -0.035 -0.017 0.112
H -4.45255 6.82616 5.01599 -0.298 -0.189 0.036 0.089
H -6.83909 7.36251 5.38414 -0.003 0.005 0.006 0.100
H -8.55149 5.59539 5.14465 -0.020 -0.014 -0.012 0.102
H -7.86982 3.28409 4.52087 0.015 -0.014 0.003 0.115
F 5.34337 -4.96962 -3.00897 -0.024 -0.001 -0.065 0.039
C 5.56861 -5.13272 -1.68624 0.019 0.000 0.201 -0.294
C 6.10804 -4.08380 -0.96959 0.023 0.106 -0.076 -0.017
C 6.32810 -4.25296 0.38957 -0.026 -0.079 -0.004 -0.078
C 6.01636 -5.45755 1.00471 0.002 -0.005 0.022 -0.094
C 5.47910 -6.49811 0.25936 0.023 0.075 0.012 -0.082
C 5.24718 -6.33958 -1.09940 -0.053 -0.078 -0.071 -0.020
H 6.34679 -3.15475 -1.47053 -0.030 -0.003 -0.010 0.118
H 6.74310 -3.43944 0.96894 0.010 0.012 -0.010 0.106
H 6.19190 -5.58455 2.06430 -0.002 -0.003 0.003 0.101
H 5.23853 -7.43888 0.73598 -0.014 -0.007 -0.005 0.104
H 4.82208 -7.13357 -1.69860 0.014 0.009 -0.018 0.117
F -1.98932 -6.06645 5.73002 -0.002 -0.074 0.083 0.045
C -0.84581 -6.27548 6.41713 0.094 -0.031 0.065 -0.289
C 0.09294 -7.14405 5.89871 -0.004 -0.059 -0.112 -0.016
C 1.26851 -7.34970 6.60603 -0.023 0.052 0.061 -0.083
C 1.48416 -6.69667 7.81188 0.028 -0.009 0.010 -0.096
C 0.52224 -5.83018 8.31223 0.028 -0.044 -0.051 -0.082
C -0.65459 -5.61041 7.61109 -0.075 0.082 0.046 -0.017
H -0.09950 -7.64605 4.96011 -0.018 0.018 -0.002 0.118
H 2.01821 -8.02282 6.21255 -0.007 -0.015 -0.008 0.105
H 2.40126 -6.86292 8.36054 0.001 0.001 0.004 0.101
H 0.68641 -5.32231 9.25298 -0.004 0.017 0.000 0.105
H -1.41519 -4.93500 7.97918 -0.017 -0.019 -0.010 0.117
```
Positions in Å, forces in eV/Å.